Record 1
Density functional theory data (wB97M-V/def2-TZVPD) for a gas-phase ion, C6H10N5 (charge +1) in a non-equilibrium geometry.

Calculated values
- Kohn-Sham gap: 8.960 eV
- Highest occupied orbital energy: -12.1 eV
- ΔE to the lowest compared entry with this formula, charge and spin: 22.2 kcal/mol
- SMILES: C=C(N)/[NH+]=C\Nc1c[nH]cn1
- LUMO energy: -3.15 eV
- E: -508.13505 hartree
- F_max: 0.092 Eh/bohr

```
! wB97M-V def2-TZVPD RIJCOSX def2/J DEFGRID3
* xyz 1 1
C -0.94 -1.46 -0.09
C -1.43 -0.62 0.77
N -2.50 0.20 0.61
N -0.74 -0.40 1.98
C 0.46 0.13 2.07
N 1.22 0.66 1.13
C 1.20 0.57 -0.28
C 0.66 1.39 -1.27
N 1.02 0.75 -2.42
C 1.68 -0.40 -2.13
N 1.77 -0.58 -0.85
H -1.42 -1.78 -1.03
H -0.09 -1.95 0.21
H -2.97 0.06 -0.24
H -2.89 0.69 1.40
H -1.16 -0.68 2.79
H 0.77 0.16 3.19
H 2.14 0.89 1.42
H 0.18 2.29 -1.26
H 0.76 1.26 -3.22
H 2.28 -1.17 -2.79
*
```

***

Record 2
Density functional theory data (wB97M-V/def2-TZVPD) for 4 unconnected molecules or ions with the total composition C3H14NO4 in a non-equilibrium geometry.

Calculated values
- Kohn-Sham gap: 10.631 eV
- Highest occupied orbital energy: -13.8 eV
- ΔE to the lowest compared entry with this formula, charge and spin: 52.8 kcal/mol
- LUMO energy: -3.17 eV
- E: -478.12123 hartree
- F_max: 0.149 Eh/bohr

```
! wB97M-V def2-TZVPD RIJCOSX def2/J DEFGRID3
* xyz 1 1
O 0.30 1.02 -1.79
C -0.87 0.82 -1.56
C -0.85 0.31 -0.15
C -2.04 -0.52 0.19
N 0.37 -0.42 0.23
H -1.69 1.05 -2.17
H -0.86 1.32 0.48
H -2.54 -1.13 -0.56
H -2.93 -0.09 0.66
H -1.84 -1.27 1.04
H 1.16 0.37 0.40
H 0.49 -1.14 -0.47
H 0.24 -0.76 1.23
H 0.91 -2.01 -2.83
H 1.70 -0.63 -2.73
O 1.34 -1.37 -2.22
H 1.78 1.95 2.00
H 1.67 3.27 1.22
O 1.26 2.38 1.46
H -0.50 -1.28 3.63
H 0.23 -2.58 3.15
O -0.13 -1.75 2.87
*
```

***

Record 3
Density functional theory data (wB97M-V/def2-TZVPD) for a molecular structure, C21H33BIN5Rb.

Calculated values
- Kohn-Sham gap: 6.356 eV
- Highest occupied orbital energy: -4.3 eV
- ΔE to the lowest compared entry with this formula, charge and spin: 3.1 kcal/mol
- LUMO energy: 2.01 eV
- E: -1440.42878 hartree
- F_max: 0.010 Eh/bohr

```
! wB97M-V def2-TZVPD RIJCOSX def2/J DEFGRID3
* xyz -1 1
Rb 1.32 -0.08 0.10
C 1.64 2.11 3.47
C 1.31 0.70 3.95
N 0.64 -0.11 2.94
C -0.38 -1.01 3.45
C -0.90 -1.96 2.38
N -1.43 -1.28 1.20
C -2.58 -0.44 1.49
C -3.34 0.02 0.25
C -2.46 0.56 -0.88
N -1.37 1.39 -0.41
C -1.60 2.79 -0.14
C -1.26 3.16 1.29
N 0.12 2.82 1.63
C 0.42 2.92 3.05
H 2.36 2.06 2.64
H 2.17 2.62 4.28
H 0.66 0.78 4.83
H 2.23 0.20 4.30
H 1.36 -0.67 2.49
H -1.20 -0.40 3.85
H -0.02 -1.63 4.28
H -1.66 -2.60 2.87
H -0.09 -2.62 2.06
H -1.64 -1.97 0.48
H -2.20 0.44 2.02
H -3.28 -0.94 2.17
H -4.06 0.78 0.57
H -3.94 -0.81 -0.14
H -3.10 1.07 -1.62
H -2.00 -0.27 -1.42
H -0.59 1.25 -1.04
H -2.65 3.05 -0.33
H -1.01 3.41 -0.83
H -1.91 2.58 1.96
H -1.50 4.22 1.48
H 0.76 3.40 1.10
H -0.45 2.52 3.59
H 0.52 3.96 3.38
I 1.36 -2.94 -1.90
C 0.83 -2.24 -3.80
C 0.83 -3.19 -4.78
C 0.52 -2.82 -6.11
C 0.24 -1.52 -6.39
C 0.24 -0.53 -5.38
C -0.04 0.82 -5.72
C -0.03 1.78 -4.75
C 0.25 1.41 -3.41
C 0.53 0.13 -2.97
C 0.54 -0.85 -4.02
H 1.06 -4.22 -4.54
H 0.52 -3.57 -6.88
H 0.01 -1.22 -7.41
H -0.26 1.06 -6.76
H -0.24 2.81 -5.01
H 0.25 2.25 -2.70
B 4.30 -3.65 2.85
C 3.69 -2.31 2.21
N 3.21 -1.36 1.76
H 5.21 -3.32 3.58
H 4.69 -4.35 1.94
H 3.40 -4.19 3.47
*
```

***

Record 4
Density functional theory data (wB97M-V/def2-TZVPD) for 10 unconnected molecules or ions with the total composition C41H94F12N5O17PS4 in a non-equilibrium geometry.

Calculated values
- Kohn-Sham gap: 7.578 eV
- Highest occupied orbital energy: -11.8 eV
- ΔE to the lowest compared entry with this formula, charge and spin: 33.2 kcal/mol
- LUMO energy: -4.22 eV
- E: -6303.22117 hartree
- F_max: 0.126 Eh/bohr

```
! wB97M-V def2-TZVPD RIJCOSX def2/J DEFGRID3
* xyz 2 1
C -0.88 3.56 7.09
C 0.36 3.52 6.24
O 1.53 3.15 6.52
N -0.02 3.91 4.84
H -1.01 4.08 4.89
H 0.30 4.80 4.50
C 0.18 2.72 3.78
H -0.79 3.44 8.17
H -1.61 2.81 6.78
H -1.32 4.55 7.17
H -0.23 3.16 2.87
H -0.38 1.81 4.01
H 1.26 2.61 3.65
C -2.71 1.66 -1.40
C -2.32 1.45 0.08
O -2.37 2.30 1.00
N -2.01 -0.01 0.30
H -2.61 -0.54 -0.32
H -1.14 -0.17 -0.19
C -1.88 -0.52 1.71
H -1.77 2.01 -1.83
H -3.46 2.40 -1.68
H -2.97 0.78 -2.00
H -2.87 -0.51 2.17
H -1.27 0.16 2.30
H -1.55 -1.56 1.64
C -1.86 2.01 -5.51
N -3.27 1.85 -6.12
C -4.03 0.69 -5.44
C -3.91 3.22 -5.72
C -3.15 1.81 -7.65
C -4.38 2.12 -8.53
O -5.09 0.94 -8.55
H -1.84 2.13 -4.43
H -1.29 2.87 -5.86
H -1.39 1.05 -5.74
H -4.98 0.49 -5.93
H -4.05 0.83 -4.36
H -3.39 -0.11 -5.81
H -3.60 4.14 -6.21
H -3.77 3.26 -4.64
H -4.99 3.13 -5.79
H -2.84 0.78 -7.83
H -2.24 2.33 -7.93
H -4.02 2.42 -9.51
H -4.95 2.95 -8.13
H -5.23 0.61 -9.44
C -8.47 -2.56 1.03
N -7.84 -3.84 1.37
C -8.22 -4.33 2.80
C -8.52 -4.78 0.32
C -6.26 -3.71 1.09
C -5.44 -3.37 2.37
O -5.95 -2.13 2.91
H -8.00 -1.84 1.71
H -9.47 -2.87 1.32
H -8.35 -2.27 -0.02
H -7.75 -5.29 3.03
H -9.29 -4.43 2.61
H -8.06 -3.56 3.55
H -8.05 -5.76 0.35
H -8.24 -4.41 -0.67
H -9.59 -4.81 0.50
H -6.16 -2.89 0.38
H -5.86 -4.68 0.77
H -4.38 -3.44 2.14
H -5.62 -4.17 3.09
H -5.15 -1.68 3.19
C -1.94 5.20 1.08
N -1.48 6.54 0.67
C -1.43 7.52 1.89
C -0.03 6.25 0.15
C -2.22 7.30 -0.51
C -2.53 6.55 -1.79
O -3.49 5.52 -1.47
H -2.88 5.17 1.63
H -1.14 5.00 1.79
H -2.01 4.46 0.29
H -0.66 8.25 1.63
H -0.98 7.02 2.75
H -2.40 7.85 2.27
H 0.45 7.15 -0.22
H 0.05 5.70 -0.78
H 0.48 5.89 1.05
H -1.76 8.28 -0.66
H -3.21 7.52 -0.11
H -1.66 6.16 -2.32
H -2.99 7.19 -2.55
H -3.97 5.37 -2.29
C 11.00 -3.66 2.10
C 9.54 -3.83 2.55
C 8.50 -3.90 1.37
C 7.06 -4.08 1.69
P 5.78 -2.90 0.83
C 6.29 -2.80 -0.89
C 6.48 -4.19 -1.48
C 6.80 -4.04 -2.85
C 7.14 -5.35 -3.59
C 4.10 -3.73 1.04
C 3.09 -3.16 -0.05
C 2.42 -1.91 0.50
C 1.09 -2.34 1.20
C 5.94 -1.22 1.59
C 7.31 -0.57 1.40
C 7.46 0.75 2.20
C 8.56 1.55 1.72
H 11.88 -3.89 2.70
H 11.12 -2.58 1.97
H 11.26 -4.21 1.20
H 9.22 -3.09 3.29
H 9.46 -4.67 3.24
H 8.80 -4.59 0.58
H 8.58 -3.04 0.70
H 6.69 -3.93 2.70
H 6.84 -5.13 1.48
H 7.21 -2.22 -0.94
H 5.60 -2.13 -1.40
H 5.69 -4.87 -1.17
H 7.37 -4.65 -1.04
H 7.53 -3.29 -3.12
H 5.90 -3.59 -3.27
H 7.57 -6.13 -2.97
H 7.82 -5.23 -4.43
H 6.19 -5.80 -3.88
H 3.77 -3.65 2.08
H 4.31 -4.75 0.72
H 2.46 -4.00 -0.37
H 3.63 -2.87 -0.96
H 2.11 -1.15 -0.22
H 2.93 -1.29 1.24
H 0.37 -2.76 0.51
H 0.72 -1.44 1.69
H 1.14 -3.08 2.01
H 5.70 -1.29 2.65
H 5.19 -0.63 1.07
H 7.42 -0.37 0.33
H 8.09 -1.24 1.79
H 7.58 0.53 3.26
H 6.56 1.36 2.08
H 8.74 2.42 2.34
H 8.36 1.85 0.69
H 9.46 0.94 1.82
C 3.31 1.99 0.11
F 3.83 1.42 1.17
F 3.98 3.10 -0.15
F 3.36 1.18 -0.99
S 1.48 2.46 0.37
O 0.78 1.32 0.97
O 1.47 3.57 1.31
O 0.90 2.93 -0.96
C -6.61 -0.04 -2.13
F -7.49 -0.41 -3.08
F -6.07 1.19 -2.36
F -7.16 0.08 -0.94
S -5.20 -1.36 -2.02
O -4.41 -1.07 -0.82
O -6.00 -2.58 -1.89
O -4.40 -1.23 -3.24
C -0.42 -2.18 -4.08
F -1.62 -1.85 -4.45
F -0.46 -3.43 -3.58
F 0.41 -2.19 -5.13
S 0.25 -0.91 -2.80
O 1.66 -1.23 -2.70
O 0.03 0.43 -3.39
O -0.51 -1.08 -1.58
C -1.38 -1.92 5.76
F -1.87 -3.10 6.13
F -0.66 -1.48 6.85
F -0.62 -2.06 4.64
S -2.79 -0.69 5.48
O -3.72 -1.25 4.53
O -3.38 -0.53 6.82
O -2.24 0.55 4.97
*
```

***

Record 5
Density functional theory data (wB97M-V/def2-TZVPD) for a single C22H33N3O3 molecule.

Calculated values
- Kohn-Sham gap: 8.517 eV
- Highest occupied orbital energy: -8.2 eV
- ΔE to the lowest compared entry with this formula, charge and spin: 3.2 kcal/mol
- SMILES: CCOCCCN(Cc1cc2cc(C)cc(C)c2[nH]c1=O)C(=O)N(CC)CC
- LUMO energy: 0.27 eV
- E: -1248.15138 hartree
- F_max: 0.016 Eh/bohr

```
! wB97M-V def2-TZVPD RIJCOSX def2/J DEFGRID3
* xyz 0 1
C 2.30 5.14 0.06
C 1.91 3.78 0.64
O 0.98 3.07 -0.14
C -0.34 3.59 -0.13
C -1.28 2.53 -0.68
C -1.36 1.32 0.27
N -2.00 0.13 -0.26
C -1.32 -0.51 -1.39
C 0.04 -1.04 -1.00
C 1.14 -0.24 -0.95
C 2.42 -0.74 -0.55
C 3.54 0.09 -0.47
C 4.76 -0.42 -0.08
C 5.98 0.45 0.02
C 4.85 -1.78 0.25
C 3.77 -2.63 0.18
C 3.90 -4.08 0.54
C 2.53 -2.10 -0.22
N 1.41 -2.88 -0.33
C 0.16 -2.46 -0.71
O -0.74 -3.28 -0.81
C -3.40 0.20 -0.31
O -3.98 1.27 -0.27
N -4.05 -0.99 -0.38
C -3.54 -2.21 0.23
C -3.14 -2.02 1.69
C -5.49 -0.92 -0.60
C -6.31 -0.78 0.69
H 3.11 5.57 0.65
H 2.64 5.02 -0.97
H 1.46 5.83 0.08
H 1.51 3.92 1.66
H 2.79 3.13 0.70
H -0.62 3.85 0.90
H -0.40 4.50 -0.74
H -2.27 2.94 -0.82
H -0.89 2.22 -1.66
H -0.35 1.04 0.59
H -1.93 1.62 1.15
H -1.93 -1.33 -1.74
H -1.20 0.21 -2.21
H 1.07 0.81 -1.20
H 3.43 1.13 -0.73
H 6.78 0.05 -0.61
H 5.76 1.46 -0.30
H 6.35 0.47 1.04
H 5.81 -2.17 0.56
H 3.23 -4.34 1.36
H 4.92 -4.31 0.83
H 3.65 -4.71 -0.32
H 1.49 -3.87 -0.12
H -4.34 -2.95 0.16
H -2.68 -2.59 -0.32
H -2.31 -1.32 1.76
H -2.83 -2.97 2.11
H -3.97 -1.63 2.28
H -5.67 -0.04 -1.23
H -5.79 -1.82 -1.14
H -7.36 -0.67 0.44
H -5.98 0.11 1.23
H -6.19 -1.65 1.33
*
```

***

Record 6
Density functional theory data (wB97M-V/def2-TZVPD) for a molecular structure, C7H11N in a non-equilibrium geometry.

Calculated values
- Kohn-Sham gap: 10.332 eV
- Highest occupied orbital energy: -9.2 eV
- ΔE to the lowest compared entry with this formula, charge and spin: 123.0 kcal/mol
- LUMO energy: 1.10 eV
- E: -327.89195 hartree
- F_max: 0.111 Eh/bohr

```
! wB97M-V def2-TZVPD RIJCOSX def2/J DEFGRID3
* xyz 0 1
C -2.87 0.00 0.71
C 1.98 1.00 0.31
C 1.21 1.96 -0.56
C -2.07 0.17 -0.46
C 0.46 0.94 0.32
C -0.12 -1.44 0.86
C -0.23 -0.31 -0.16
N -3.10 -0.82 -0.21
H -3.36 0.40 1.63
H 2.58 0.23 0.04
H 2.45 1.48 1.23
H 1.02 3.00 -0.30
H 1.11 1.85 -1.61
H -2.44 0.95 -1.05
H -0.13 1.50 1.02
H -0.91 -1.36 1.69
H 0.83 -1.25 1.41
H -0.23 -2.49 0.62
H 0.15 -0.59 -1.15
*
```

***

Record 7
Density functional theory data (wB97M-V/def2-TZVPD) for a gas-phase ion, C5H6N (charge +1) in a non-equilibrium geometry.

Calculated values
- Kohn-Sham gap (spin up / spin down): 8.926 / 6.886 eV
- ⟨S²⟩: 2.018
- Highest occupied orbital energy (spin up / spin down): -14.4 / -17.2 eV
- ΔE to the lowest compared entry with this formula, charge and spin: 40.6 kcal/mol
- LUMO energy (spin up / spin down): -5.45 / -10.27 eV
- E: -248.39439 hartree
- F_max: 0.073 Eh/bohr

```
! wB97M-V def2-TZVPD RIJCOSX def2/J DEFGRID3
* xyz 1 3
C -2.55 0.25 0.06
C 0.97 1.25 -0.18
C -0.34 1.32 0.26
C -1.19 0.20 0.06
C -0.67 -1.23 -0.09
N -3.68 0.15 -0.10
H 1.72 1.90 0.12
H 1.27 0.39 -0.75
H -0.64 2.11 0.89
H 0.42 -1.36 -0.17
H -1.12 -1.51 -0.97
H -1.06 -1.59 0.91
*
```

***

Record 8
Density functional theory data (wB97M-V/def2-TZVPD) for a molecular structure, C27H33BN14O2PdS2.

Calculated values
- Kohn-Sham gap (spin up / spin down): 7.473 / 4.437 eV
- ⟨S²⟩: 6.018
- Highest occupied orbital energy (spin up / spin down): -12.3 / -12.3 eV
- ΔE to the lowest compared entry with this formula, charge and spin: 6.4 kcal/mol
- LUMO energy (spin up / spin down): -4.80 / -7.84 eV
- E: -2914.25088 hartree
- F_max: 0.017 Eh/bohr

```
! wB97M-V def2-TZVPD RIJCOSX def2/J DEFGRID3
* xyz 2 5
Pd -0.87 -0.82 1.72
C 2.65 -0.35 6.19
N 2.13 -1.16 5.09
C 2.83 -2.39 4.75
C 1.10 -0.76 4.31
N 0.79 -1.27 3.17
N 0.35 0.29 4.84
C -0.45 1.18 4.16
N -0.95 2.16 4.93
N -0.67 1.07 2.89
H 3.70 -0.62 6.34
H 2.12 -0.53 7.12
H 2.63 0.71 5.94
H 3.37 -2.74 5.63
H 3.55 -2.24 3.94
H 2.13 -3.17 4.47
H 1.43 -1.99 2.87
H 0.46 0.45 5.83
H -0.81 2.19 5.93
H -1.65 2.78 4.56
H -1.31 1.79 2.57
C 3.20 -2.42 -2.03
N 2.45 -1.66 -1.04
C 1.27 -1.94 -0.50
N 0.93 -0.99 0.35
C 1.97 -0.12 0.28
N 2.91 -0.49 -0.55
C 3.10 -1.87 -3.43
C 3.64 -2.62 -4.47
C 3.60 -2.14 -5.77
C 3.02 -0.91 -6.05
C 2.47 -0.17 -5.01
C 2.51 -0.65 -3.70
C 1.88 1.13 -5.27
N 2.05 1.91 -6.28
N 1.31 3.05 -6.03
C 0.75 2.88 -4.89
O 1.05 1.67 -4.34
C -0.11 3.79 -4.14
C -0.08 5.15 -4.45
C -0.87 6.03 -3.72
C -1.69 5.55 -2.71
C -1.74 4.19 -2.42
C -2.72 3.74 -1.37
N -2.52 2.37 -0.89
C -1.59 1.88 -0.07
N -1.84 0.60 0.17
C -2.96 0.36 -0.57
N -3.40 1.41 -1.22
C -0.94 3.31 -3.14
H 2.82 -3.44 -2.00
H 4.24 -2.44 -1.68
H 0.70 -2.83 -0.73
H 2.03 0.79 0.86
H 4.09 -3.58 -4.27
H 4.02 -2.73 -6.58
H 2.99 -0.52 -7.06
H 2.11 -0.04 -2.91
H 0.57 5.50 -5.23
H -0.84 7.09 -3.94
H -2.30 6.25 -2.15
H -3.74 3.74 -1.77
H -2.70 4.41 -0.52
H -0.77 2.46 0.32
H -3.46 -0.59 -0.60
H -0.97 2.25 -2.94
B -2.91 -4.24 -1.37
C -2.25 -3.23 -0.41
N -1.76 -2.43 0.26
H -2.95 -5.47 -1.15
H -2.61 -4.19 -2.51
H -3.93 -4.76 -0.89
C -5.08 -2.54 4.67
O -3.80 -3.14 4.35
C -2.94 -2.49 3.63
S -1.48 -3.27 3.28
S -3.12 -0.94 3.03
H -5.72 -3.37 4.95
H -5.48 -2.02 3.81
H -4.94 -1.86 5.51
*
```

***

What is the E in the seventh record? -248.39439 hartree